Record 1
{"formula": "C5H7NO", "method": "ωB97M-V/def2-TZVPD", "species": ["O", "C", "C", "C", "C", "C", "N", "H", "H", "H", "H", "H", "H", "H"], "positions_angstrom": [[-2.278555, -1.799243, 1.624952], [-1.177612, -2.191723, 0.833936], [-0.316536, -1.066203, 0.448687], [0.443718, -0.150148, 0.259811], [1.372862, 0.891205, -0.120493], [0.899586, 2.045557, -0.890595], [1.512163, 2.201814, 0.485675], [-1.929995, -1.280652, 2.361037], [-0.539763, -2.926948, 1.346238], [-1.596728, -2.686308, -0.046290], [2.337001, 0.515348, -0.457517], [-0.197293, 2.070179, -0.938758], [1.448816, 2.536679, -1.671395], [0.675566, 2.737822, 0.635351]], "forces_ev_per_a": [[0.04, 0.12, 0.27], [0.22, -0.20, -0.23], [0.32, 0.37, 0.09], [-0.38, -0.36, 0.09], [-0.13, -0.21, -0.46], [0.24, -0.31, -1.08], [0.11, 0.91, -1.06], [-0.15, -0.05, -0.06], [-0.19, 0.03, 0.00], [0.08, 0.11, 0.05], [-0.02, 0.03, 0.44], [0.45, 0.43, -0.06], [0.11, -0.36, -0.54], [-0.72, -0.53, 2.54]], "smiles": "OCC#C[C@H]1CN1", "energy_ev": -8831.7615}

***

Record 2
{"formula": "C5H7NO", "method": "ωB97M-V/def2-TZVPD", "species": ["C", "N", "C", "C", "C", "C", "O", "H", "H", "H", "H", "H", "H", "H"], "positions_angstrom": [[0.025208, 0.114717, 1.687395], [-0.574343, -0.323927, 0.403848], [0.258015, -1.246182, -0.355989], [0.729624, -0.587760, -1.431901], [0.240638, 0.752661, -1.540302], [-0.670220, 1.051630, -0.548635], [-1.409743, 1.909392, -0.131787], [0.834620, 0.820698, 1.478067], [0.436800, -0.735937, 2.226505], [-0.726012, 0.615870, 2.294781], [-1.527107, -0.672425, 0.536997], [0.417664, -2.253337, -0.000778], [1.399903, -1.040678, -2.155298], [0.499212, 1.451898, -2.317395]], "forces_ev_per_a": [[0.10, 0.05, 0.22], [-0.10, -0.05, -0.03], [0.15, 0.10, -0.09], [-0.10, -0.13, 0.07], [-0.12, 0.05, -0.02], [0.03, 0.13, 0.03], [0.20, -0.28, -0.11], [-0.17, -0.19, -0.11], [-0.12, -0.07, -0.01], [-0.01, 0.03, -0.12], [0.26, 0.16, 0.03], [0.02, 0.14, -0.02], [-0.09, 0.08, 0.13], [-0.06, -0.01, 0.01]], "smiles": "C[N@@H+]1C=CC=C1[O-]", "energy_ev": -8834.3736}

***

Record 3
{"formula": "C5H7NO", "method": "ωB97M-V/def2-TZVPD", "species": ["H", "N", "C", "C", "C", "C", "C", "O", "H", "H", "H", "H", "H", "H"], "positions_angstrom": [[-1.672956, 1.869999, -1.378878], [-1.061239, 1.226754, -0.875789], [-1.510572, 0.034267, -0.952198], [-0.831074, -1.127257, -0.352804], [0.426857, -1.159905, 0.109459], [1.376657, -0.001337, 0.197971], [1.046898, 0.884824, 1.390816], [1.879892, 1.327726, 2.142847], [-2.441902, -0.207107, -1.482485], [-1.410065, -2.048676, -0.339403], [0.794614, -2.110787, 0.492976], [2.414533, -0.330177, 0.295275], [1.272358, 0.635455, -0.689727], [-0.030241, 1.105180, 1.517508]], "forces_ev_per_a": [[0.06, -0.06, 0.05], [-0.26, -0.26, -0.11], [0.10, 0.15, 0.01], [0.17, -0.05, 0.08], [-0.17, -0.01, -0.02], [0.08, -0.01, -0.03], [0.22, 0.13, 0.19], [-0.33, -0.19, -0.31], [0.12, 0.07, 0.05], [0.09, 0.13, -0.01], [-0.07, 0.13, -0.06], [-0.15, 0.03, -0.01], [0.01, -0.06, 0.13], [0.14, -0.01, 0.04]], "smiles": "[H]/N=C/C=C\\CC=O", "energy_ev": -8834.6231}

***

Record 4
{"formula": "C5H7NO", "method": "ωB97M-V/def2-TZVPD", "species": ["C", "C", "C", "C", "N", "C", "O", "H", "H", "H", "H", "H", "H", "H"], "positions_angstrom": [[2.549573, 1.188336, -0.239802], [1.811259, 0.240834, -0.335498], [0.870251, -0.880926, -0.414767], [-0.241398, -0.721936, 0.608431], [-0.994045, 0.472837, 0.386171], [-2.228357, 0.451286, -0.201513], [-2.639128, -0.358774, -1.005887], [3.231336, 2.007792, -0.174218], [1.386702, -1.830440, -0.258141], [0.393986, -0.899000, -1.400740], [-0.954410, -1.548922, 0.539778], [0.150284, -0.699254, 1.633474], [-0.548664, 1.373061, 0.499698], [-2.787390, 1.205107, 0.363009]], "forces_ev_per_a": [[-0.27, -0.39, -0.05], [0.38, 0.36, -0.01], [0.13, -0.15, -0.14], [0.15, -0.24, -0.01], [0.10, -0.03, -0.06], [0.12, -0.19, 0.40], [0.12, 0.36, 0.78], [-0.14, -0.14, 0.00], [0.09, 0.06, -0.09], [0.20, -0.06, 0.04], [0.23, 0.02, -0.07], [0.07, -0.04, -0.23], [-0.19, -0.14, 0.44], [-1.00, 0.58, -1.01]], "smiles": "C#CCCNC=O", "energy_ev": -8833.9677}

***

Record 5
{"formula": "C5H7NO", "method": "ωB97M-V/def2-TZVPD", "species": ["C", "C", "C", "N", "C", "O", "C", "H", "H", "H", "H", "H", "H", "H"], "positions_angstrom": [[0.824348, 1.491769, 0.320498], [-0.049433, 0.691711, -0.610005], [0.553087, -0.031710, -1.743375], [1.066134, -0.610352, -2.604973], [-0.585499, -0.209017, 0.452174], [-1.222205, 0.303875, 1.460597], [-0.437692, -1.681367, 0.430446], [1.821246, 1.074400, 0.442301], [0.815672, 2.562112, 0.123850], [-0.810399, 1.236594, 1.452573], [-0.882525, 1.305637, -0.978601], [-0.990414, -2.144188, 1.248925], [0.630671, -1.903968, 0.549166], [-0.732992, -2.085496, -0.543576]], "forces_ev_per_a": [[0.29, 0.20, -0.09], [-0.18, -0.08, 0.08], [0.46, -0.51, -0.71], [-0.51, 0.56, 0.83], [-0.04, -0.19, 0.01], [0.15, 0.07, -0.26], [-0.07, 0.05, 0.03], [-0.13, 0.04, -0.02], [-0.01, -0.16, 0.04], [-0.10, -0.09, 0.07], [0.09, -0.07, 0.05], [0.09, 0.08, -0.11], [-0.10, 0.03, -0.04], [0.06, 0.08, 0.11]], "energy_ev": -8832.0303}

***

Record 6
{"formula": "C5H7NO", "method": "ωB97M-V/def2-TZVPD", "species": ["O", "C", "C", "C", "C", "C", "N", "H", "H", "H", "H", "H", "H", "H"], "positions_angstrom": [[-2.103827, 1.851197, 1.623470], [-2.351252, 1.127026, 0.436829], [-1.200497, 0.313619, 0.011161], [-0.236385, -0.354318, -0.274356], [0.906722, -1.224652, -0.599457], [2.289061, -0.531653, -0.705034], [1.698815, -1.736213, 0.406651], [-1.781027, 1.225520, 2.284181], [-3.234316, 0.477647, 0.536970], [-2.585499, 1.872826, -0.328406], [0.717530, -1.840762, -1.490599], [2.169554, 0.543184, -0.573914], [2.857394, -0.867745, -1.567555], [2.853728, -0.855676, 0.240059]], "forces_ev_per_a": [[0.07, -0.11, 0.25], [-0.10, -0.09, -0.34], [0.46, -0.28, -0.12], [-0.45, 0.27, 0.14], [-0.10, -0.04, -0.05], [0.04, 0.26, -0.40], [0.02, 0.09, -0.04], [-0.02, 0.14, -0.04], [0.16, 0.08, 0.00], [0.05, -0.11, 0.07], [0.01, 0.06, 0.17], [0.00, -0.16, 0.09], [-0.09, 0.03, 0.11], [-0.04, -0.13, 0.17]], "energy_ev": -8829.9523}

***

Record 7
{"formula": "C5H7NO", "method": "ωB97M-V/def2-TZVPD", "species": ["C", "C", "C", "O", "C", "C", "N", "H", "H", "H", "H", "H", "H", "H"], "positions_angstrom": [[-1.047377, 1.321608, 1.124983], [-0.821222, -0.998846, -0.747388], [-0.116540, -2.123320, -1.050830], [1.275978, -2.046134, -0.857153], [1.497078, -0.803288, -0.401366], [0.277216, -0.199208, -0.341678], [0.055251, 1.197601, 0.113296], [-1.378391, 0.308514, 1.346586], [-1.878892, 1.856363, 0.670600], [-0.669185, 1.836959, 2.011834], [-0.414912, -3.091291, -1.436026], [2.521326, -0.530145, -0.163813], [-0.183019, 1.750048, -0.712644], [0.920693, 1.580000, 0.490783]], "forces_ev_per_a": [[-0.14, -0.08, 0.07], [0.48, -0.16, -0.05], [-0.21, -0.24, -0.16], [-0.14, 0.01, 0.00], [-0.10, 0.09, 0.06], [0.10, 0.22, 0.16], [0.21, 0.11, -0.11], [0.03, 0.11, 0.02], [0.09, 0.02, 0.16], [-0.11, -0.06, -0.21], [0.11, 0.13, 0.09], [-0.29, -0.03, -0.08], [0.01, -0.09, 0.12], [-0.02, -0.03, -0.07]], "energy_ev": -8831.8619}

***

Record 8
{"formula": "C5H7NO", "method": "ωB97M-V/def2-TZVPD", "species": ["C", "C", "C", "C", "C", "N", "O", "H", "H", "H", "H", "H", "H", "H"], "positions_angstrom": [[-2.742224, 1.547948, 0.039617], [0.864225, 1.300794, 0.134678], [-1.926320, 0.488528, -0.222655], [0.907629, -0.779755, -1.276732], [1.684244, 0.281147, -0.605934], [-2.585545, 0.775454, 1.109289], [1.006861, 2.211571, 0.857419], [-3.400592, 2.469962, -0.225547], [-2.003380, -0.450631, -0.845759], [-0.110917, -0.365089, -1.728405], [0.725715, -1.650839, -0.628858], [1.369360, -1.145571, -2.140325], [1.974166, 0.996938, -1.423871], [2.676224, -0.028188, -0.030319]], "forces_ev_per_a": [[-1.72, 0.59, 1.68], [-1.61, -0.69, 0.02], [0.65, -1.19, -0.42], [-3.23, -0.36, -0.12], [2.45, 1.96, 0.43], [-0.10, 1.41, -2.35], [0.69, -0.17, 0.05], [1.52, -1.80, 0.47], [-0.07, 1.23, 0.84], [2.13, -0.78, 1.40], [-0.30, 0.39, -0.15], [1.24, -0.58, -1.19], [0.41, -0.52, 0.48], [-2.06, 0.50, -1.11]], "energy_ev": -8829.3016}

***

Record 9
{"formula": "C5H7NO", "method": "ωB97M-V/def2-TZVPD", "species": ["C", "C", "C", "C", "O", "C", "N", "H", "H", "H", "H", "H", "H", "H"], "positions_angstrom": [[1.211581, 0.496087, 0.957474], [0.612760, -0.851874, 0.734025], [-1.182533, -0.306392, -0.688336], [-1.518423, 1.127746, -0.449005], [-0.802888, 2.038630, -0.804109], [1.302267, -1.679994, -0.195802], [1.871427, -2.437317, -0.873639], [2.176760, 0.284216, 1.442964], [0.616133, 1.098264, 1.647507], [1.427984, 1.076519, 0.051415], [-0.689850, -0.765630, 0.351201], [-0.519505, -0.434239, -1.541917], [-2.049806, -0.972137, -0.740370], [-2.455908, 1.326119, 0.108593]], "forces_ev_per_a": [[-0.08, 0.04, 0.03], [0.16, 0.09, -0.10], [0.09, 0.06, -0.28], [0.26, 0.20, -0.03], [-0.35, -0.40, 0.11], [0.41, -0.56, -0.53], [-0.53, 0.68, 0.61], [-0.11, -0.02, -0.07], [0.09, -0.10, -0.10], [-0.01, -0.09, 0.11], [-0.10, -0.03, 0.08], [-0.07, 0.02, 0.12], [0.13, 0.09, 0.07], [0.11, 0.02, -0.04]], "energy_ev": -8831.3761}

***

Record 10
{"formula": "C5H7NO", "method": "ωB97M-V/def2-TZVPD", "species": ["H", "N", "C", "C", "C", "O", "C", "C", "H", "H", "H", "H", "H", "H"], "positions_angstrom": [[-1.175401, 1.621785, -0.927127], [-0.200817, 1.774590, -0.660851], [0.392835, 0.664837, -0.433587], [1.800262, 0.486878, -0.075253], [1.968385, -0.814441, 0.185144], [0.823068, -1.557833, 0.102214], [-0.187926, -0.693255, -0.262759], [-1.472810, -1.034902, -0.177458], [2.539365, 1.272929, -0.041437], [2.850586, -1.391214, 0.430784], [-2.246992, -0.394563, -0.585338], [-1.782039, -1.962139, 0.286513], [-1.806414, 0.677546, 1.141954], [-1.502097, 1.349782, 1.017199]], "forces_ev_per_a": [[0.14, 0.01, 0.08], [0.27, -0.33, -0.42], [-0.05, 0.20, -0.04], [0.03, -0.13, 0.00], [0.10, 0.18, -0.01], [0.02, -0.04, 0.06], [-0.44, 0.03, 0.06], [0.22, -0.22, -0.33], [-0.04, -0.15, -0.07], [-0.11, 0.14, 0.03], [0.20, 0.00, 0.22], [0.09, -0.15, -0.32], [-0.14, 0.37, 0.34], [-0.28, 0.10, 0.41]], "smiles": "[H]/N=C1/C=COC1=C.[H][H]", "energy_ev": -8833.2229}

***

Record 11
{"formula": "C5H7NO2", "method": "ωB97M-V/def2-TZVPD", "species": ["C", "C", "C", "C", "C", "N", "O", "O", "H", "H", "H", "H", "H", "H", "H"], "positions_angstrom": [[-0.805012, 1.711105, 0.374820], [-0.290682, -0.549324, -0.506375], [-1.394788, 0.423345, -0.027471], [0.680395, -0.675691, 0.562337], [2.503872, 0.889872, 0.313584], [1.772808, -0.071150, 0.416169], [-1.224480, 2.767470, -0.001520], [3.590335, 0.992158, -0.385335], [-0.671156, -1.427133, -0.910996], [0.321430, 0.048909, -1.255076], [-2.134097, 0.597159, -0.854560], [-1.859487, 0.059303, 0.950123], [0.066431, 1.668213, 1.190124], [0.443703, -1.333176, 1.414389], [3.652635, 0.251324, -1.045840]], "forces_ev_per_a": [[1.32, 0.84, 1.72], [0.41, 3.79, -0.64], [-1.06, -1.15, -0.10], [0.13, -2.00, 0.83], [0.37, 2.97, 0.83], [-0.60, -1.97, 1.03], [0.08, 0.40, -0.14], [1.17, -0.99, -1.64], [-0.62, -1.62, -0.67], [-1.22, -1.07, 0.08], [0.35, -0.18, 1.07], [0.16, 0.09, -1.36], [-1.38, 0.06, -1.45], [0.60, 0.33, -0.21], [0.30, 0.49, 0.65]], "energy_ev": -10879.7838}

***

Record 12
{"formula": "C5H7NO2", "method": "ωB97M-V/def2-TZVPD", "species": ["C", "C", "C", "C", "C", "H", "H", "H", "H", "H", "H", "H", "N", "O", "O"], "positions_angstrom": [[1.031230, 0.761112, 0.942193], [-0.348730, 0.444163, 0.205226], [-0.682684, 1.256518, -1.021234], [-0.260008, -0.212478, -1.079979], [0.194512, -1.773849, 0.157570], [0.779770, 1.533895, 1.439989], [1.886781, 0.775631, 0.227440], [1.084617, -0.021261, 1.638274], [-0.209243, 2.275395, -1.248500], [-1.739583, 1.102831, -1.559819], [-1.179874, -0.557549, -1.167550], [0.663829, -2.809886, 0.119437], [-0.945572, -1.543767, 0.868364], [0.905201, -1.053472, -0.737343], [-1.180245, -0.177284, 1.215931]], "forces_ev_per_a": [[-0.60, -4.48, -5.33], [-0.43, 3.45, 1.82], [-1.18, 1.86, -1.28], [4.78, 2.66, 2.23], [-1.40, -3.19, 1.92], [-0.74, 6.05, 3.41], [-0.70, 0.45, 0.94], [0.71, -1.24, 0.86], [-0.38, -1.88, 0.28], [2.23, 1.17, 1.66], [-3.19, -3.85, -1.54], [-1.48, 1.00, 0.55], [4.02, -1.26, 0.28], [-1.73, -0.32, -2.49], [0.09, -0.43, -3.30]], "energy_ev": -10875.2007}